{
  "formula": "C15H37ClN2O4",
  "method": "the ωB97M-V functional and the def2-TZVPD basis",
  "smiles": "CC[C@H](Cl)COCCOC.COC[C@@H](C)N.COC[C@@H](C)N",
  "relative_energy_kj_mol": 8.1,
  "homo_lumo_gap_ev": 9.8,
  "e_tot_ev": -39845.7415,
  "largest_force_ha_per_bohr": 0.00761,
  "mol_weight_g_mol": 344.924,
  "charge": 0,
  "elements": ["C", "C", "C", "Cl", "C", "O", "C", "C", "O", "C", "H", "H", "H", "H", "H", "H", "H", "H", "H", "H", "H", "H", "H", "H", "H", "C", "O", "C", "C", "C", "N", "H", "H", "H", "H", "H", "H", "H", "H", "H", "H", "H", "C", "O", "C", "C", "C", "N", "H", "H", "H", "H", "H", "H", "H", "H", "H", "H", "H"],
  "positions_angstrom": [[2.386, 4.163, 2.079], [2.511, 3.465, 0.732], [2.755, 1.969, 0.836], [3.536, 1.376, -0.693], [1.518, 1.099, 1.018], [0.664, 1.669, 1.996], [-0.703, 1.388, 1.792], [-1.321, 2.079, 0.573], [-2.412, 2.903, 0.939], [-2.000, 4.208, 1.297], [1.630, 3.707, 2.711], [3.334, 4.138, 2.616], [2.110, 5.207, 1.929], [3.350, 3.902, 0.191], [1.626, 3.629, 0.113], [3.490, 1.743, 1.604], [1.849, 0.114, 1.354], [1.013, 0.977, 0.059], [-0.867, 0.307, 1.742], [-1.223, 1.753, 2.676], [-0.569, 2.673, 0.044], [-1.706, 1.344, -0.132], [-1.360, 4.193, 2.182], [-1.468, 4.684, 0.470], [-2.897, 4.783, 1.508], [5.368, -5.056, 1.361], [4.498, -4.531, 0.378], [3.122, -4.585, 0.690], [2.610, -3.428, 1.555], [3.032, -3.502, 3.019], [2.978, -2.115, 1.017], [4.933, -5.935, 1.846], [5.621, -4.316, 2.123], [6.285, -5.353, 0.855], [2.609, -4.539, -0.274], [2.878, -5.552, 1.150], [1.518, -3.495, 1.527], [4.065, -3.183, 3.157], [2.409, -2.839, 3.620], [2.930, -4.515, 3.413], [2.585, -2.009, 0.086], [3.984, -2.107, 0.871], [-4.186, 1.063, -1.543], [-3.298, 0.720, -2.592], [-3.472, -0.569, -3.140], [-4.560, -0.675, -4.214], [-5.986, -0.625, -3.673], [-4.412, 0.328, -5.271], [-4.396, 0.199, -0.904], [-5.126, 1.470, -1.922], [-3.704, 1.834, -0.943], [-2.514, -0.814, -3.606], [-3.647, -1.299, -2.337], [-4.423, -1.656, -4.680], [-6.288, 0.394, -3.432], [-6.681, -0.996, -4.425], [-6.094, -1.237, -2.776], [-3.518, 0.207, -5.736], [-4.362, 1.244, -4.833]],
  "forces_ev_per_a": [[-0.126, 0.031, 0.078], [0.037, -0.021, -0.117], [0.119, -0.068, -0.198], [-0.005, -0.034, 0.079], [0.111, -0.195, 0.321], [0.091, 0.251, -0.075], [-0.005, -0.088, 0.086], [-0.115, -0.087, -0.020], [-0.054, 0.111, -0.221], [-0.155, -0.171, 0.024], [-0.029, -0.053, -0.019], [0.062, 0.012, 0.014], [0.067, 0.072, 0.016], [0.014, 0.013, -0.057], [-0.068, 0.034, 0.021], [-0.009, 0.088, 0.121], [-0.078, -0.156, -0.109], [-0.093, 0.176, -0.091], [0.054, -0.082, -0.013], [-0.012, 0.012, 0.062], [0.124, 0.004, 0.017], [-0.072, -0.007, -0.035], [0.091, 0.070, 0.056], [0.111, 0.037, -0.033], [-0.043, 0.016, 0.076], [0.043, 0.021, -0.070], [0.077, 0.033, 0.050], [-0.089, -0.041, -0.055], [0.042, 0.082, 0.064], [-0.026, -0.006, 0.034], [0.013, -0.149, -0.105], [-0.006, -0.003, 0.023], [-0.029, -0.037, 0.039], [-0.007, -0.001, -0.009], [0.005, -0.002, -0.008], [-0.009, 0.030, 0.042], [-0.021, -0.037, -0.032], [0.025, -0.020, -0.040], [0.011, 0.026, -0.017], [0.004, -0.004, -0.004], [-0.022, 0.055, 0.029], [0.009, 0.062, 0.052], [0.047, 0.136, -0.027], [-0.021, 0.063, 0.066], [0.066, -0.080, -0.015], [-0.058, 0.058, -0.041], [-0.031, -0.032, 0.005], [0.091, -0.020, 0.065], [-0.036, -0.014, -0.003], [-0.045, -0.093, 0.023], [-0.017, 0.000, 0.004], [0.008, 0.005, 0.002], [-0.048, -0.001, -0.023], [0.036, -0.026, 0.014], [0.042, 0.022, 0.023], [0.010, 0.024, -0.021], [0.005, 0.005, 0.005], [-0.035, -0.025, -0.032], [-0.048, 0.008, -0.015]]
}